DFT (ωB97M-V/def2-TZVPD) results for C23H54AlO6S as an isolated structure.

XYZ file:
```
85
Properties=species:S:1:pos:R:3:forces:R:3
C 1.73692 2.30081 0.21406 0.030 -0.026 -0.007
C 0.98130 1.44710 1.24290 -0.039 -0.011 0.054
C 1.84313 0.35832 1.87309 0.119 0.013 -0.063
C 1.07316 -0.54695 2.82158 -0.075 -0.037 0.026
C 1.85710 -1.79550 3.21226 0.068 -0.042 -0.041
C 1.15603 -2.72018 4.22067 -0.051 -0.008 -0.040
C 0.42725 -3.90873 3.58323 -0.033 0.033 0.060
C -0.71469 -3.49851 2.62848 0.082 0.107 0.068
Al -0.32688 -3.35255 0.64821 -0.044 0.100 0.024
C -0.97911 -4.98211 -0.36588 -0.110 0.139 -0.107
S -0.59405 -6.56336 0.46227 0.079 0.002 0.130
C 0.72214 -7.22519 -0.59337 -0.023 -0.038 -0.139
C 1.76382 -7.97237 0.22274 -0.034 -0.046 0.123
H 1.39863 2.09514 -0.80302 0.031 0.008 0.016
H 2.80798 2.08488 0.24203 -0.007 0.063 0.014
H 1.61790 3.37205 0.38767 -0.004 -0.019 -0.037
H 0.57703 2.08432 2.03711 -0.009 -0.035 -0.016
H 0.12507 0.95879 0.77000 -0.020 0.060 0.029
H 2.27348 -0.25648 1.07362 -0.029 0.004 0.014
H 2.68847 0.82111 2.40090 0.004 -0.026 -0.041
H 0.14537 -0.84405 2.32497 -0.017 -0.020 0.056
H 0.78917 0.00782 3.72634 -0.022 0.015 -0.060
H 2.83640 -1.49220 3.60383 -0.048 0.064 0.028
H 2.05265 -2.35866 2.29506 0.067 -0.017 0.054
H 0.42757 -2.14722 4.81051 0.061 0.041 -0.023
H 1.89933 -3.09171 4.93456 -0.026 -0.063 -0.007
H 0.03367 -4.53119 4.39723 0.062 -0.006 0.011
H 1.17387 -4.52708 3.06799 -0.059 0.006 -0.021
H -1.08840 -2.51644 2.95043 -0.090 -0.052 0.061
H -1.56071 -4.18095 2.78447 0.017 -0.039 -0.141
H 1.27013 -3.16020 0.34728 0.018 -0.090 -0.005
H -1.13579 -2.04990 0.04069 0.018 -0.010 0.001
H -2.05418 -4.97332 -0.57470 0.018 -0.070 0.020
H -0.49604 -5.00741 -1.34708 -0.021 -0.041 -0.020
H 1.18016 -6.38072 -1.10968 0.022 0.008 0.053
H 0.29175 -7.88608 -1.35196 0.030 0.046 -0.015
H 2.55072 -8.37870 -0.41872 -0.018 0.006 0.007
H 1.30879 -8.80309 0.76850 0.018 0.002 -0.031
H 2.21442 -7.30782 0.96114 0.017 0.004 -0.043
C -4.36239 -2.73231 0.92478 0.047 0.054 0.052
O -4.88980 -1.78902 0.00978 -0.129 -0.120 -0.075
C -4.05490 -1.49929 -1.09749 0.124 0.111 0.073
C -4.85394 -1.42007 -2.37687 0.100 0.068 0.010
O -5.37501 -2.66543 -2.82104 0.029 0.007 -0.123
C -6.52745 -3.15589 -2.17254 -0.088 -0.106 0.034
C -7.81859 -2.56039 -2.68703 -0.178 -0.108 -0.049
O -7.97485 -1.20702 -2.30133 0.180 0.044 0.031
C -8.46161 -0.35808 -3.30774 -0.084 -0.006 -0.023
H -3.66017 -2.27477 1.62703 0.033 0.011 -0.037
H -5.20803 -3.14471 1.47692 0.018 0.017 0.041
H -3.84213 -3.54567 0.41113 -0.006 0.004 -0.021
H -3.25682 -2.23958 -1.18837 -0.024 -0.057 -0.002
H -3.56546 -0.52755 -0.94884 0.055 -0.032 0.029
H -4.15819 -1.11501 -3.16296 -0.050 0.061 -0.007
H -5.64145 -0.66521 -2.29899 -0.015 -0.084 0.064
H -6.46096 -3.05461 -1.08741 0.013 0.095 -0.046
H -6.56258 -4.22128 -2.41989 0.011 -0.015 0.096
H -8.64902 -3.15536 -2.28045 -0.035 0.024 -0.054
H -7.84352 -2.64944 -3.77971 0.035 0.030 0.005
H -7.96628 -0.54676 -4.26674 0.019 0.017 0.009
H -8.25124 0.66635 -3.00271 -0.029 0.005 0.017
H -9.54488 -0.46605 -3.44897 0.006 -0.028 -0.013
C 7.64480 5.77392 -0.61385 0.074 -0.017 -0.056
O 6.55732 6.37752 -1.27173 -0.136 0.046 0.135
C 5.82920 5.52002 -2.12961 0.093 -0.051 -0.156
C 4.33498 5.69109 -1.97357 0.017 -0.021 -0.079
O 3.81728 5.21396 -0.74820 -0.069 -0.106 -0.007
C 4.02114 5.96661 0.43123 -0.018 -0.004 0.089
C 3.18605 7.22270 0.52851 -0.087 0.072 0.157
O 3.62763 8.22863 -0.36432 0.093 -0.123 -0.147
C 2.59731 8.93725 -1.00731 -0.043 0.071 0.057
H 8.52120 5.68871 -1.26736 -0.014 -0.028 -0.014
H 7.90466 6.40391 0.23598 0.020 0.022 -0.018
H 7.38706 4.77539 -0.24524 -0.008 0.013 0.023
H 6.09070 4.47307 -1.93973 -0.018 0.011 0.050
H 6.08279 5.74546 -3.17480 0.046 -0.049 0.004
H 3.87378 5.05255 -2.73187 -0.042 0.071 -0.021
H 4.04029 6.72426 -2.17208 0.077 0.013 0.101
H 5.07715 6.19079 0.59977 -0.030 0.068 -0.099
H 3.67923 5.30813 1.23407 0.077 -0.008 0.017
H 3.25858 7.59167 1.56100 -0.066 0.016 -0.006
H 2.13702 6.97094 0.33527 0.018 -0.017 -0.046
H 1.80865 8.26487 -1.36267 0.016 -0.002 -0.021
H 3.03588 9.44652 -1.86458 0.008 0.028 0.018
H 2.14307 9.68752 -0.34893 -0.017 -0.024 0.017
```
Positions in Å, forces in eV/Å.

Calculated values
Net charge: -1
DFT total energy (hartree): -2000.69168
Largest force on an atom (eV/Å): 0.214

Atom charges from the Löwdin analysis, given in e for atoms 1 to 2:
1. C -0.11
2. C -0.27



DFT (ωB97M-V/def2-TZVPD) results for a 9-piece molecular cluster, C23H54Br2NO9 overall.

XYZ file:
```
89
Properties=species:S:1:pos:R:3:forces:R:3
C 1.41212 -3.62969 0.85894 0.514 1.398 -0.203
C 0.94759 -2.32161 -0.07279 0.497 -1.218 0.790
Br 2.19233 -2.38768 -1.68801 1.106 0.615 2.159
C -0.58499 -2.42846 -0.63442 -0.276 -0.833 1.390
Br -0.46821 -2.66675 -2.62270 -2.437 0.080 0.922
C -1.60893 -1.25493 -0.13433 -0.675 0.239 0.189
C -3.11902 -1.37622 -0.84299 -0.619 0.285 0.455
C -4.05897 -0.02923 -0.53186 -0.155 -2.212 -2.019
N -3.50091 0.63619 0.70566 -1.705 1.361 0.076
C -2.15670 1.29314 0.48160 2.637 0.660 1.235
C -1.03340 0.27586 -0.22758 -0.309 0.825 0.485
C -0.78458 0.83239 -1.74895 -1.247 -0.349 -0.307
O 0.61725 0.84283 -2.19230 0.327 1.781 2.389
C 1.44718 1.77982 -1.42085 3.082 2.326 2.602
C 0.93759 3.17652 -0.71130 3.341 -1.500 0.180
C 2.02422 4.08274 0.17094 1.481 -2.735 -0.912
C 3.59415 3.64994 0.39706 -2.670 -3.006 -2.784
C 4.10509 2.26592 -0.33158 -4.309 1.040 -0.443
C 3.04414 1.36750 -1.20337 -0.813 2.588 1.487
H 1.00047 -3.40555 1.93243 0.594 -0.817 -1.954
H 1.07961 -4.65612 0.40614 0.557 2.085 0.927
H 2.60045 -3.56456 0.92502 -2.845 -0.503 -0.012
H 1.18598 -1.38014 0.57736 -0.513 -1.546 -1.646
H -1.02357 -3.45482 -0.21020 0.912 2.270 -1.129
H -1.81422 -1.46124 1.02349 0.726 0.281 -2.293
H -3.07293 -1.45470 -2.00947 0.093 -0.142 2.446
H -3.73364 -2.28437 -0.37197 1.699 1.739 -1.234
H -5.18209 -0.38760 -0.35639 2.542 1.042 -0.205
H -4.01635 0.63782 -1.50736 -0.116 -0.838 2.336
H -3.52630 -0.02549 1.52816 0.336 0.773 -1.175
H -4.17965 1.41761 0.95375 1.006 -1.142 -0.150
H -2.26298 2.31724 -0.08871 -0.161 -2.332 0.938
H -1.74916 1.58017 1.56661 -0.974 -0.623 -2.356
H -0.06769 0.39444 0.46442 -2.028 -0.257 -1.835
H -1.38285 0.12015 -2.49758 1.644 1.554 1.628
H -1.21347 1.91446 -1.95491 0.722 -2.264 0.889
H -0.19945 3.51683 -0.83774 2.941 -0.636 0.409
H 1.64986 5.07402 0.70717 0.724 -2.367 -1.474
H 4.38684 4.23859 1.03742 -2.103 -1.102 -1.428
H 5.21687 1.87417 -0.20781 -2.697 0.946 -0.328
H 3.43881 0.37191 -1.68447 -1.013 2.203 1.004
C 5.37596 -1.51438 1.64108 -0.133 0.330 0.042
O 4.70180 -2.68135 1.20751 -0.551 -0.344 -0.295
H 6.20187 -1.80350 2.29518 -0.155 -0.053 -0.145
H 5.77058 -0.97739 0.77508 0.161 0.142 0.094
H 4.68243 -0.87608 2.19412 0.314 0.163 0.000
H 3.97480 -2.39344 0.62948 0.578 -0.068 0.097
C 2.62993 0.68853 4.77250 -0.064 -0.046 0.317
O 3.35638 -0.13083 3.87516 -0.071 -0.580 -0.334
H 3.02979 1.70431 4.72924 -0.012 -0.194 -0.115
H 1.57608 0.70144 4.48392 -0.131 0.196 0.145
H 2.73584 0.30066 5.78866 -0.165 0.202 0.028
H 2.97941 -1.02515 3.93553 0.344 0.445 0.006
C -1.32405 -1.97651 -5.89804 0.035 0.046 -0.287
O -2.33386 -2.12414 -6.87925 -0.112 0.231 -0.419
H -1.63705 -2.49013 -4.98601 -0.099 0.062 -0.301
H -0.39359 -2.41911 -6.26192 0.154 0.044 0.247
H -1.17576 -0.91531 -5.68328 0.194 -0.004 0.265
H -2.02826 -1.65848 -7.67631 -0.268 -0.342 0.379
C -1.01040 2.10605 -5.52022 0.159 0.102 -0.166
O -1.10488 1.74415 -4.15479 -0.029 0.020 -0.212
H -2.01064 2.32951 -5.89859 0.125 -0.025 0.093
H -0.37884 2.99213 -5.62045 -0.070 -0.022 -0.255
H -0.58500 1.27589 -6.08954 -0.012 0.149 -0.215
H -0.20281 1.55165 -3.84697 -0.284 -0.001 -0.055
C 0.68308 6.93244 -1.92678 0.026 0.211 -0.125
O 0.40858 7.13805 -0.55322 -0.119 0.358 0.466
H 0.74914 5.85902 -2.11910 0.014 0.151 0.125
H -0.12312 7.35932 -2.52833 0.101 -0.078 -0.222
H 1.63396 7.40559 -2.18406 -0.019 -0.122 -0.251
H 0.35580 8.09881 -0.41292 0.019 -0.584 0.033
C 1.46319 -2.24053 6.88361 0.129 -0.095 0.041
O 2.56570 -1.50849 7.38648 0.572 -0.063 0.065
H 0.56870 -1.61533 6.93435 0.195 -0.064 0.013
H 1.65266 -2.51815 5.84386 -0.279 -0.169 -0.059
H 1.31306 -3.13728 7.48988 -0.234 -0.068 -0.195
H 3.34411 -2.08841 7.32895 -0.377 0.416 0.124
C -1.89022 -4.40791 6.61071 -0.175 -0.183 -0.035
O -1.09544 -3.74132 5.64724 0.105 0.202 -0.735
H -1.53337 -4.14477 7.60920 0.004 0.013 -0.225
H -2.93193 -4.09555 6.50430 -0.073 -0.138 0.231
H -1.80627 -5.48827 6.46922 -0.141 -0.025 0.225
H -1.43534 -3.99400 4.77193 0.286 0.129 0.531
C -4.67406 -0.60000 -4.24744 0.047 -0.094 -0.284
O -4.45945 0.73099 -3.81536 0.503 0.491 0.410
H -5.68208 -0.90851 -3.96056 0.137 0.128 -0.014
H -4.57496 -0.65169 -5.33444 -0.027 -0.304 0.078
H -3.94432 -1.26038 -3.77245 -0.077 -0.279 -0.232
H -3.55770 0.97679 -4.08365 -0.337 0.044 0.070
```
Positions in Å, forces in eV/Å.

Calculated values
Net charge: +1
DFT total energy (hartree): -6787.85284
Largest force on an atom (eV/Å): 4.891

Atom charges from the Löwdin analysis, given in e for atoms 1 to 2:
1. C -0.14
2. C -0.63